[1]
Here is a 3-piece molecular cluster, C16H43NO11P4 overall from the OMol25 dataset. Energies are from wB97M-V/def2-TZVPD.

Last column: Löwdin charge in e.
Geometry (Å):
P  -2.948  -3.890  -2.668  0.683
P  2.488  4.134  -0.919  0.445
P  -0.693  -1.722  3.333  0.495
P  -1.297  -3.221  -3.946  0.601
O  -1.788  -3.247  -5.545  -0.379
O  -0.371  -1.322  4.832  -0.197
O  -3.825  0.277  -3.099  -0.131
O  -2.304  -1.751  3.474  -0.212
O  2.761  2.876  0.068  -0.217
O  2.926  5.266  0.087  -0.184
O  3.779  3.988  -1.867  -0.190
O  -0.357  -3.312  3.478  -0.211
O  -3.938  -2.626  -2.394  -0.514
O  -0.456  -1.449  1.903  -0.210
O  1.278  3.771  -1.664  -0.213
N  -0.284  -4.623  -3.843  -0.243
C  -1.298  -3.072  6.323  -0.069
C  -1.216  -1.608  5.962  -0.246
C  5.272  4.853  0.744  -0.069
C  1.822  0.675  -0.302  -0.068
C  -2.604  0.235  -2.375  -0.255
C  -1.358  0.592  -3.208  -0.071
C  -3.791  -1.867  1.565  -0.069
C  4.124  6.227  -2.809  -0.077
C  -3.984  -0.753  -4.038  -0.226
C  -3.131  -0.976  2.595  -0.272
C  -4.634  -2.011  -3.488  -0.243
C  3.853  4.757  -3.073  -0.267
C  3.845  5.092  1.177  -0.248
C  1.985  -3.396  4.203  -0.078
C  0.953  -3.782  3.158  -0.274
C  1.703  1.986  0.440  -0.275
H  3.292  6.692  -2.277  0.074
H  -0.760  -1.060  6.788  0.120
H  5.585  5.588  0.003  0.070
H  0.730  2.444  0.262  0.106
H  -2.455  -0.701  -1.836  0.095
H  -0.153  -4.971  -4.790  0.024
H  -3.061  -1.015  -4.563  0.081
H  2.931  4.631  -3.646  0.112
H  -2.555  -0.187  2.112  0.105
H  -4.671  -0.377  -4.802  0.133
H  -5.667  -1.814  -3.201  0.123
H  4.665  4.327  -3.657  0.118
H  -3.888  -0.493  3.217  0.116
H  -3.052  -2.482  1.051  0.075
H  -0.306  -3.518  6.383  0.068
H  1.245  -3.411  2.172  0.110
H  5.928  4.929  1.613  0.082
H  2.948  -3.853  3.972  0.078
H  -4.689  -2.730  -4.314  0.101
H  -1.549  -2.385  -5.905  0.021
H  3.791  6.027  1.735  0.120
H  0.956  0.040  -0.108  0.064
H  -1.787  -3.171  7.294  0.083
H  -3.698  -4.758  -3.509  -0.073
H  -0.647  -0.225  -3.102  0.036
H  2.720  0.140  0.011  0.076
H  -2.204  -1.177  5.821  0.113
H  -0.785  -5.369  -3.364  -0.008
H  2.123  -2.313  4.242  0.072
H  5.399  3.862  0.311  0.077
H  -2.701  1.004  -1.609  0.114
H  3.498  4.314  1.853  0.114
H  -4.328  -1.273  0.824  0.077
H  1.909  0.832  -1.377  0.076
H  4.270  6.760  -3.748  0.079
H  -0.924  1.552  -2.942  0.066
H  -1.877  -3.634  5.593  0.077
H  5.013  6.350  -2.191  0.069
H  -1.603  0.634  -4.271  0.068
H  1.792  1.818  1.516  0.116
H  1.671  -3.717  5.195  0.066
H  -4.499  -2.544  2.046  0.076
H  0.878  -4.867  3.092  0.118

Output
Lowest unoccupied orbital energy ... 0.715 eV
Highest occupied orbital energy ... -0.2990 hartree

[2]
Here is C16H44ClN4O8 as an isolated structure from the OMol25 dataset. Energies are from wB97M-V/def2-TZVPD.

Last column: Löwdin charge in e.
Geometry (Å):
Cl  0.392  -0.212  -0.339  0.896
O  0.870  0.686  0.673  -0.331
O  1.196  -1.430  -0.488  -0.173
O  4.909  -0.883  2.262  -0.156
O  0.482  0.576  -1.500  -0.310
O  -2.700  -1.064  2.314  -0.220
O  -0.189  -4.194  -1.546  -0.166
O  0.273  3.722  -2.351  -0.182
O  -1.020  -0.396  -0.182  -0.203
N  -0.190  -0.392  2.326  0.032
N  -2.308  -1.145  -1.397  0.033
N  2.381  -0.553  1.183  0.024
N  -2.371  2.179  -0.274  0.031
C  1.599  3.285  -2.643  -0.108
C  3.287  0.864  -0.449  -0.091
C  -3.350  -3.448  -1.765  -0.050
C  -2.273  4.509  -0.720  -0.065
C  -0.431  1.971  2.678  -0.034
C  4.691  0.278  1.507  -0.217
C  -1.903  3.082  -1.263  -0.380
C  -1.070  0.575  2.950  -0.373
C  6.058  -0.702  3.021  -0.163
C  -0.692  -5.284  -2.410  -0.076
C  -0.704  -2.974  -1.981  -0.229
C  -0.359  2.802  -1.465  -0.178
C  -3.790  -1.589  1.539  -0.089
C  3.634  -0.198  0.541  -0.409
C  -2.077  -2.584  -1.295  -0.365
C  -2.497  0.384  2.295  -0.146
H  -3.500  -1.632  0.489  0.042
H  0.018  -2.216  -1.678  0.071
H  -2.472  2.951  -2.184  0.131
H  -0.258  1.887  -2.049  0.084
H  -1.073  0.148  3.953  0.120
H  -4.757  -1.174  1.824  0.084
H  0.194  2.833  -0.526  0.130
H  -1.461  -0.786  -0.980  -0.290
H  6.243  0.222  3.568  0.072
H  5.562  0.591  0.932  0.120
H  -1.693  1.430  -0.292  0.028
H  1.917  0.322  1.385  -0.012
H  -3.181  0.897  2.971  0.112
H  1.682  2.414  -3.293  0.088
H  -1.969  -2.883  -0.252  0.126
H  -1.135  -5.998  -1.716  0.075
H  6.924  -0.657  2.361  0.079
H  4.029  -1.033  -0.038  0.145
H  -0.706  -2.867  -3.065  0.123
H  -2.226  -0.923  -2.379  0.073
H  -3.520  -3.156  -2.802  0.064
H  -0.915  -0.879  1.819  0.039
H  -0.857  2.751  3.309  0.066
H  2.514  0.604  -1.172  0.055
H  -2.580  0.848  1.312  0.072
H  -1.926  5.255  -1.435  0.058
H  0.240  -5.705  -2.787  0.081
H  2.098  4.098  -3.170  0.080
H  -3.327  4.667  -0.493  0.061
H  0.184  0.124  1.543  -0.140
H  -3.135  -4.497  -1.566  0.052
H  -3.773  -2.648  1.796  0.083
H  -1.788  4.794  0.214  0.065
H  4.350  1.062  2.183  0.134
H  1.795  -0.964  0.471  -0.141
H  0.647  1.979  2.841  0.082
H  4.178  0.933  -1.073  0.076
H  -1.476  -5.007  -3.115  0.075
H  -0.792  2.142  1.664  0.047
H  -4.242  -3.179  -1.200  0.054
H  3.197  1.870  -0.039  0.086
H  -3.198  1.764  -0.681  0.092
H  6.142  -1.370  3.878  0.084
H  2.199  3.122  -1.748  0.071

Output
Lowest unoccupied orbital energy ... 2.940 eV
Relative energy (zero: lowest compared OMol25 entry of this formula, charge and spin) ... 1586.16 kJ/mol
Total charge ... -1
Highest occupied orbital energy ... -0.1480 hartree

[3]
Here is C16H44FLiN4O4 as an isolated structure from the OMol25 dataset. Energies are from wB97M-V/def2-TZVPD.

Last column: Löwdin charge in e.
Geometry (Å):
F  -0.923  0.453  -1.285  -0.601
O  -0.607  -0.615  3.487  -0.190
O  1.201  -5.537  -0.684  -0.187
O  -2.155  5.313  -1.998  -0.207
O  2.785  -0.731  -0.039  -0.247
N  0.578  -2.042  -1.195  0.059
N  -2.834  -0.885  0.583  0.059
N  -2.585  2.695  -1.114  0.033
N  1.718  1.346  -1.790  0.037
C  1.487  -4.287  -1.256  -0.223
C  2.244  -6.427  -1.071  -0.113
C  0.342  -3.426  -0.733  -0.424
C  -1.065  -3.831  -1.188  -0.047
C  -2.463  -0.813  1.950  -0.447
C  2.620  1.672  -0.710  -0.446
C  -1.657  4.891  -0.696  -0.175
C  -1.744  6.596  -2.431  -0.123
C  -2.421  3.721  -0.143  -0.457
C  2.422  0.617  0.440  -0.141
C  0.604  -1.054  4.049  -0.122
C  4.222  -0.907  -0.189  -0.082
C  2.343  3.094  -0.340  -0.069
C  -1.698  2.950  0.947  -0.065
C  -3.454  -1.738  2.639  -0.081
C  -0.960  -1.206  2.239  -0.163
Li  -0.941  0.722  -3.281  0.019
H  1.321  -1.623  -0.655  0.019
H  0.751  1.254  -1.512  0.003
H  2.930  0.975  1.335  0.113
H  2.117  -6.618  -2.137  0.087
H  -1.088  -3.870  -2.277  0.080
H  -1.778  5.682  0.045  0.117
H  -3.382  -2.786  2.350  0.075
H  -4.487  -1.441  2.457  0.073
H  1.975  0.453  -2.185  0.057
H  -2.771  -1.877  0.402  0.046
H  0.471  -2.053  4.465  0.080
H  -2.617  0.201  2.320  0.122
H  1.355  0.528  0.648  0.103
H  2.391  -3.827  -0.857  0.117
H  4.419  -1.907  -0.576  0.077
H  -2.247  6.687  -3.393  0.084
H  -0.378  -0.836  1.395  0.095
H  1.467  -4.265  -2.346  0.130
H  3.254  -6.123  -0.796  0.082
H  -3.329  -1.617  3.715  0.070
H  -0.672  6.771  -2.525  0.083
H  2.568  3.766  -1.168  0.076
H  -3.419  3.950  0.230  0.131
H  -1.421  3.704  1.685  0.074
H  1.374  -1.104  3.279  0.079
H  -2.328  3.032  -2.031  0.043
H  3.655  1.501  -1.005  0.116
H  -2.416  2.306  1.457  0.070
H  -2.243  7.327  -1.794  0.077
H  3.024  3.442  0.436  0.075
H  -0.206  -1.419  -1.062  0.012
H  2.018  -7.322  -0.491  0.082
H  4.707  -0.282  -0.939  0.075
H  -1.865  -3.151  -0.893  0.053
H  4.688  -0.834  0.793  0.084
H  -2.121  -0.333  0.129  0.027
H  -0.597  4.651  -0.785  0.117
H  -1.266  -4.811  -0.755  0.070
H  0.363  -3.475  0.356  0.118
H  1.266  3.228  -0.236  0.060
H  -0.759  -2.277  2.266  0.115
H  0.971  -0.457  4.884  0.081
H  -1.877  1.976  -1.059  -0.010
H  -0.879  2.301  0.638  0.064

Output
2S+1 ... 2
Lowest unoccupied orbital energy (alpha / beta) ... 2.509 / 2.503 eV
Relative energy (zero: lowest compared OMol25 entry of this formula, charge and spin) ... 0.00 kJ/mol
Total charge ... -1
Highest occupied orbital energy (alpha / beta) ... -0.0097 / -0.2143 hartree
⟨S²⟩ ... 0.7502